(1)
Formula: C30H35ClN4PS4V
Source: the Open Molecules 2025 dataset
Level of theory: the ωB97M-V functional and the def2-TZVPD basis

```
76
Properties=species:S:1:pos:R:3:forces:R:3:lowdin_charge:R:1
V 0.29029 -0.37707 -0.05030 0.1 0.7 -0.2 0.02
S -3.22957 0.25192 2.60325 0.0 0.0 0.0 0.51
C -1.97263 -0.15194 1.64616 0.0 -0.1 0.0 -1.75
S -0.32572 -0.39390 2.23804 -0.3 0.0 0.2 0.47
S -2.09697 -0.39680 -0.09659 -0.2 0.0 0.0 0.45
N 3.39374 1.74208 -2.46114 0.7 0.4 0.4 0.17
C 2.65824 2.04576 -1.18668 0.1 0.1 -0.2 -0.38
C 1.57915 3.07042 -1.46837 0.2 0.3 -0.1 -0.11
C 0.68387 3.18187 -0.24215 0.0 0.1 -0.1 -0.34
N -0.09388 1.93966 -0.18120 -0.3 -0.2 0.4 -0.01
C 1.50957 3.46180 1.01591 0.0 -0.1 0.0 -0.09
C 2.71166 2.54047 1.22264 0.1 0.0 0.0 -0.36
N 2.26165 1.18918 1.54143 0.1 0.0 0.0 0.01
C 3.56824 2.47238 -0.05212 0.0 0.0 0.0 -0.10
H 2.73110 1.19137 -3.04792 -0.4 -0.1 -0.5 -0.02
H 4.21035 1.15439 -2.28794 0.0 0.0 0.0 0.15
H 3.69721 2.58818 -2.94370 0.0 0.0 0.0 0.17
H 2.19114 1.09999 -0.92684 0.0 0.2 0.0 0.01
H 0.98172 2.76701 -2.33154 0.0 0.0 0.0 0.09
H 2.03260 4.04401 -1.68967 0.0 0.0 0.0 0.14
H 0.01431 4.03637 -0.37928 0.0 0.0 0.0 0.15
H -0.79856 1.93103 -0.91561 0.0 0.0 0.0 0.07
H -0.64761 1.91724 0.67686 0.0 0.0 0.0 0.06
H 0.86975 3.42726 1.90125 0.0 0.0 0.0 0.13
H 1.87628 4.48899 0.94022 0.0 0.0 0.0 0.13
H 3.32185 2.96928 2.02484 0.0 0.0 0.0 0.14
H 1.54204 1.20165 2.26145 0.0 -0.1 -0.1 0.01
H 3.02938 0.62926 1.89614 0.0 0.0 0.0 0.09
H 4.37496 1.74700 0.09714 0.0 0.0 0.0 0.12
H 4.02544 3.44477 -0.26325 0.0 0.0 0.0 0.13
Cl 2.94417 -1.17046 -0.72525 0.2 -0.2 0.1 0.73
C 3.03620 -2.82117 -0.09919 0.1 0.0 0.0 -0.59
C 4.28860 -3.30470 0.22561 0.0 0.0 0.0 -0.10
C 4.38392 -4.59595 0.72422 0.0 0.0 0.0 -0.06
C 3.24127 -5.36589 0.88094 0.0 0.0 0.0 -0.05
C 1.99976 -4.85323 0.53601 0.0 0.0 0.0 -0.05
C 1.86882 -3.56036 0.03089 0.0 0.0 0.0 -0.36
P 0.25800 -2.79865 -0.40045 0.0 -0.5 0.0 0.99
C 0.12491 -3.13875 -2.19399 0.0 -0.2 0.0 -0.38
C 1.10368 -3.78791 -2.93647 0.0 0.1 0.0 -0.08
C 0.92231 -4.00790 -4.29818 0.0 0.0 0.0 -0.07
C -0.24634 -3.59274 -4.92093 0.0 -0.2 0.1 -0.12
C -1.22761 -2.93571 -4.18368 -0.1 -0.1 0.1 -0.09
C -1.04033 -2.70386 -2.83058 -0.1 0.0 -0.1 -0.12
C -0.93767 -3.95739 0.33748 0.0 0.0 0.0 -0.36
C -1.26927 -3.81415 1.68436 0.0 0.0 0.0 -0.09
C -2.13678 -4.71182 2.28729 0.0 0.0 0.0 -0.06
C -2.67923 -5.75833 1.55622 0.0 0.0 0.0 -0.07
C -2.35175 -5.90765 0.21695 0.0 0.0 0.0 -0.07
C -1.48272 -5.01377 -0.39167 0.0 0.0 0.0 -0.08
H 5.16654 -2.68721 0.09721 0.0 0.0 0.0 0.11
H 5.35327 -4.99333 0.99332 0.0 0.0 0.0 0.11
H 3.31518 -6.36989 1.27625 0.0 0.0 0.0 0.11
H 1.11078 -5.45734 0.66425 0.0 0.0 0.0 0.11
H 2.01163 -4.13541 -2.45943 0.0 0.0 0.0 0.11
H 1.68336 -4.53181 -4.86211 0.0 0.0 0.0 0.11
H -0.40649 -3.80489 -5.97084 0.0 0.0 -0.1 0.11
H -2.14761 -2.61982 -4.65916 0.0 0.0 0.0 0.12
H -1.81036 -2.20033 -2.25555 0.0 0.0 0.0 0.08
H -0.86641 -2.99036 2.25635 0.0 0.1 0.0 0.05
H -2.39727 -4.58193 3.32930 0.0 0.0 0.0 0.11
H -3.36034 -6.45434 2.02820 0.0 0.0 0.0 0.11
H -2.77398 -6.72020 -0.35980 0.0 0.0 0.0 0.11
H -1.23944 -5.14528 -1.43746 0.0 0.0 0.0 0.10
S 1.12591 -0.02109 -3.35006 0.0 -0.2 0.1 0.73
C 0.27892 0.35790 -4.77629 -0.3 0.0 -0.3 -0.66
N 0.12594 -0.63661 -5.69004 0.0 0.4 0.0 0.06
C -0.54953 -0.52147 -6.85600 0.1 0.0 0.1 -0.05
C -1.13095 0.66169 -7.19170 0.0 0.1 0.0 -0.03
C -1.01919 1.73025 -6.28445 0.0 0.0 -0.1 -0.02
C -0.33559 1.58379 -5.10572 0.1 -0.1 0.1 -0.06
H 0.50939 -1.53838 -5.42087 0.0 -0.1 0.0 0.10
H -0.59096 -1.40981 -7.46868 0.0 0.0 0.0 0.14
H -1.67232 0.75841 -8.11960 0.0 0.0 0.0 0.12
H -1.48872 2.67747 -6.51603 0.0 0.0 0.0 0.12
H -0.26908 2.39247 -4.39397 0.0 0.0 0.0 0.10
```
Forces are in eV/Å.

Charge = +1
Calculated total energy = -128475.1876 eV
ΔE to the lowest compared entry with this formula, charge and spin = 0.0000 eV
Spin multiplicity = 4
LUMO energy (spin up / spin down) = -3.1 / -3.0 eV

***

(2)
Formula: C30H35N4O3S2
Source: the Open Molecules 2025 dataset
Level of theory: the ωB97M-V functional and the def2-TZVPD basis

```
74
Properties=species:S:1:pos:R:3:forces:R:3:lowdin_charge:R:1
C -3.51831 -3.71533 -0.17623 0.1 -0.2 -0.1 -0.08
C -2.33904 -4.02047 -1.10377 -0.2 0.1 0.2 -0.20
C -1.25351 -3.00303 -0.91631 0.1 -0.1 0.0 -0.23
C -1.27301 -1.81462 -1.65200 0.0 0.0 0.0 -0.04
C -0.33659 -0.81930 -1.45326 0.2 -0.1 0.0 -0.04
C 0.65006 -1.01179 -0.48828 -0.3 -0.8 0.3 -0.31
N 1.61083 -0.11262 -0.14658 0.7 0.2 -0.4 0.14
C 2.41207 -0.56792 0.74869 -0.6 -0.8 -0.2 -0.55
N 3.41691 0.15485 1.32004 0.2 0.1 0.6 -0.02
C 4.62604 -0.52739 1.75687 0.4 -0.2 -0.1 -0.14
C 5.44771 -1.05118 0.58037 0.0 0.3 0.0 -0.14
C 5.93502 0.07464 -0.33386 0.0 -0.2 0.1 -0.20
N 4.85276 0.73134 -1.05765 0.0 0.1 -0.1 -0.28
C 4.38482 -0.06331 -2.17613 0.0 0.0 0.0 -0.10
C 5.26597 2.04905 -1.50508 0.0 0.0 0.1 -0.10
C 3.37831 1.53526 1.35585 -0.4 -0.1 -0.1 -0.39
O 4.31060 2.21436 1.69217 0.1 0.2 0.0 0.14
C 2.00169 2.07346 1.07903 -0.3 0.7 0.2 -0.12
C 1.03331 1.91329 2.06899 0.1 0.2 -0.1 0.02
C -0.28279 2.24873 1.80777 0.0 0.0 0.2 -0.04
C -0.59276 2.73484 0.55144 -0.9 0.0 -0.1 -0.29
S -2.29794 2.92868 0.11917 0.6 -0.2 0.0 0.81
O -3.16567 3.03409 1.23428 0.1 -0.2 0.3 -0.21
O -2.47613 3.72483 -1.04248 0.3 0.1 -0.3 -0.23
N -2.67088 1.13153 -0.55000 0.4 0.6 0.3 -0.04
C -3.60896 1.24697 -1.67997 -0.6 0.3 -0.6 -0.14
C -4.94975 1.74390 -1.15984 -0.1 -0.2 0.1 -0.15
C -5.54799 0.71993 -0.20120 -0.1 0.2 -0.1 -0.11
C -4.52835 0.15775 0.74415 0.1 0.0 -0.1 -0.16
C -4.93514 -0.60911 1.83334 0.2 0.1 -0.1 -0.01
C -4.01783 -1.19125 2.68515 0.0 0.0 0.0 -0.05
C -2.65947 -1.02993 2.45642 0.0 0.1 -0.1 -0.05
C -2.23349 -0.27241 1.38376 0.0 0.0 -0.1 -0.02
C -3.16343 0.32054 0.53767 -0.2 -0.6 0.7 -0.20
C 0.36947 3.00220 -0.40778 0.3 0.1 -0.2 -0.03
C 1.68722 2.69168 -0.12684 -0.1 0.2 0.2 0.02
S 2.06739 -2.22269 1.29909 -0.1 0.3 -0.1 1.14
C 0.70003 -2.23222 0.21918 0.1 0.4 -0.1 -0.45
C -0.24665 -3.21832 0.01388 0.0 0.0 -0.1 -0.03
H -3.92911 -2.72904 -0.38438 -0.1 0.1 0.0 0.06
H -3.20036 -3.73557 0.86348 0.0 0.0 0.1 0.07
H -4.30268 -4.45410 -0.31333 -0.1 0.0 0.0 0.08
H -2.68202 -4.01221 -2.13945 0.1 -0.1 0.0 0.12
H -1.95697 -5.01643 -0.87926 0.0 0.0 -0.1 0.12
H -2.03146 -1.68997 -2.41164 -0.1 0.0 -0.1 0.12
H -0.29945 0.06958 -2.06926 0.0 0.1 -0.1 0.12
H 5.20738 0.20385 2.32160 -0.1 -0.2 0.0 0.13
H 4.34029 -1.35075 2.41934 0.0 0.1 0.1 0.11
H 6.31786 -1.57039 0.98348 0.0 -0.1 0.0 0.12
H 4.86121 -1.77707 0.01499 0.0 -0.1 0.0 0.09
H 6.42276 0.82980 0.28608 0.1 0.0 0.0 0.12
H 6.68844 -0.33092 -1.02997 0.0 0.1 0.0 0.13
H 5.16066 -0.21091 -2.94235 0.0 0.0 0.0 0.09
H 4.05522 -1.04088 -1.82993 -0.1 -0.1 0.0 0.07
H 3.53135 0.43592 -2.63319 0.0 0.0 -0.1 0.08
H 4.46166 2.49842 -2.08646 0.0 0.1 -0.1 0.08
H 5.46570 2.67418 -0.63583 0.0 0.1 0.0 0.08
H 6.16568 2.01852 -2.13598 0.0 0.0 -0.1 0.09
H 1.30361 1.49979 3.02867 0.0 -0.1 0.1 0.14
H -1.06248 2.12449 2.54195 0.0 -0.1 0.1 0.12
H -1.76910 0.74031 -0.86546 -0.2 0.1 0.1 0.11
H -3.19076 1.95245 -2.39987 0.0 -0.2 0.1 0.13
H -3.71830 0.26514 -2.15059 0.2 0.0 0.1 0.14
H -4.80432 2.69623 -0.65071 -0.1 0.0 -0.1 0.10
H -5.62278 1.91258 -1.99992 0.1 0.1 0.0 0.13
H -6.36058 1.17186 0.36806 0.0 0.0 0.0 0.13
H -5.97899 -0.11268 -0.76702 0.0 0.0 0.0 0.13
H -5.99167 -0.74560 2.00452 -0.1 0.0 0.0 0.13
H -4.35891 -1.77667 3.52399 0.0 -0.1 0.1 0.12
H -1.93585 -1.49318 3.10776 0.1 -0.1 0.1 0.12
H -1.17883 -0.15012 1.18845 0.1 -0.1 0.0 0.10
H 0.07449 3.43532 -1.35016 0.1 0.1 -0.2 0.12
H 2.46503 2.86360 -0.85191 0.1 0.0 -0.1 0.12
H -0.19921 -4.14459 0.56425 -0.1 -0.2 0.1 0.13
```
Forces are in eV/Å.

Charge = +1
Calculated total energy = -65445.8914 eV
ΔE to the lowest compared entry with this formula, charge and spin = 0.9259 eV
Spin multiplicity = 1
LUMO energy = -3.4 eV

***

(3)
Formula: C30H35N5O2PtTe
Source: the Open Molecules 2025 dataset
Level of theory: the ωB97M-V functional and the def2-TZVPD basis

```
74
Properties=species:S:1:pos:R:3:forces:R:3:lowdin_charge:R:1
Pt 0.20812 -0.21179 0.55979 -2.7 1.5 2.9 0.90
C -2.26848 3.60481 0.92269 0.0 0.0 0.0 -0.03
C -1.15668 3.80161 -0.05871 0.1 -0.4 0.1 -0.22
C -1.22858 4.75101 -1.06391 0.0 0.1 -0.1 -0.05
C -0.19978 4.89601 -1.97831 0.0 0.0 -0.1 -0.09
C 0.91182 4.07461 -1.89951 -0.1 0.1 0.0 -0.06
C 1.03222 3.13831 -0.88731 -0.1 -0.1 0.4 -0.23
C 2.26742 2.30991 -0.74401 0.0 -0.1 0.0 -0.05
C -0.00678 2.99341 0.04939 0.1 1.0 -0.6 -0.25
N 0.05042 2.02641 1.03949 0.5 -2.0 -0.8 0.01
C 0.07582 2.35601 2.33449 0.5 0.3 0.0 -0.52
O 0.33532 3.46521 2.79419 -0.3 -0.1 0.2 0.05
C -0.31308 1.21711 3.23819 0.0 0.5 0.4 -0.18
C -0.71098 1.42631 4.55319 0.1 -0.1 -0.3 0.03
C -1.22968 0.35391 5.26259 0.0 0.0 -0.1 -0.02
C -1.32488 -0.88939 4.65379 0.1 0.0 -0.3 0.03
C -0.87648 -1.02699 3.34319 -0.1 -0.5 0.3 -0.16
N -0.38298 0.01431 2.69059 0.7 -0.3 -2.2 0.04
C -0.99478 -2.31179 2.54929 -0.2 -0.4 0.1 -0.49
O -1.34738 -3.35769 3.08839 0.0 0.2 0.2 0.05
N -0.76088 -2.12999 1.25199 1.2 1.8 -1.3 -0.02
C -0.87528 -3.10009 0.27079 -0.4 -1.4 -0.7 -0.23
C -1.86108 -2.93419 -0.72701 0.2 0.1 0.4 -0.22
C -2.77818 -1.74979 -0.69021 0.1 0.1 0.1 -0.05
C -2.00468 -3.88729 -1.71931 0.2 -0.2 -0.2 -0.06
C -1.18538 -5.00369 -1.75361 -0.1 0.0 0.0 -0.09
C -0.21568 -5.16489 -0.78161 0.0 0.0 -0.2 -0.06
C -0.03158 -4.22799 0.21999 -0.3 0.3 0.2 -0.21
C 1.02542 -4.45139 1.24949 0.0 0.1 0.1 -0.05
H -3.15998 4.15851 0.63929 0.0 0.0 -0.1 0.08
H -1.94898 3.93981 1.90929 -0.1 0.0 0.1 0.08
H -2.50958 2.54211 0.99889 -0.1 0.0 0.1 0.08
H -2.09108 5.39841 -1.11821 -0.1 0.0 0.0 0.11
H -0.25168 5.65361 -2.74481 -0.1 0.1 -0.1 0.10
H 1.70972 4.19251 -2.61961 0.1 0.0 0.0 0.11
H 2.88442 2.37481 -1.63521 0.1 0.0 -0.1 0.08
H 2.01162 1.26151 -0.55231 0.2 0.2 0.0 0.00
H 2.84522 2.67291 0.10589 0.1 -0.1 0.1 0.09
H -0.62288 2.41701 4.97219 0.0 0.1 -0.1 0.12
H -1.58418 0.49951 6.27409 0.0 -0.1 0.0 0.11
H -1.75228 -1.74439 5.15399 0.0 -0.1 0.0 0.12
H -3.61818 -1.94739 -0.02491 -0.1 0.1 0.1 0.09
H -3.16848 -1.53759 -1.68351 -0.1 0.0 -0.1 0.07
H -2.24918 -0.87059 -0.30871 -0.2 -0.1 -0.1 0.03
H -2.77438 -3.76399 -2.47101 0.0 0.1 0.0 0.11
H -1.31008 -5.75399 -2.52151 0.0 0.0 -0.1 0.10
H 0.41272 -6.04239 -0.79371 0.1 -0.1 0.0 0.11
H 1.71392 -5.22759 0.92999 0.1 -0.1 0.0 0.08
H 0.56452 -4.75039 2.18889 0.0 0.0 0.2 0.08
H 1.59282 -3.54009 1.43699 0.0 -0.1 0.1 -0.04
C 3.23462 0.61781 2.70549 -0.1 -0.3 -0.2 -0.41
Te 2.80112 -1.10559 1.48099 0.8 0.7 -0.1 1.24
C 4.29972 -0.59789 -0.00571 -0.2 -0.3 0.2 -0.40
H 4.28062 0.59291 2.99019 0.1 0.0 0.0 0.00
H 2.62182 0.56111 3.59769 -0.1 -0.1 0.1 -0.01
H 3.00352 1.53311 2.17659 -0.1 0.1 -0.2 -0.01
H 4.79992 0.31351 0.29649 0.0 0.1 0.1 0.00
H 3.84852 -0.45859 -0.97991 -0.2 0.0 -0.1 -0.02
H 5.01652 -1.40789 -0.05711 0.1 -0.1 0.0 -0.01
C -1.75568 1.70791 -4.32141 0.0 0.1 0.1 -0.01
C -0.90548 0.79761 -3.51581 0.2 -0.2 0.1 -0.28
C -0.18238 -0.32249 -3.87311 -0.1 0.2 0.2 0.03
C 0.37752 -0.81549 -2.68481 0.0 0.0 0.0 -0.32
N 0.03472 -0.02299 -1.67771 0.2 -0.7 1.7 -0.05
N -0.74708 0.94171 -2.18651 -0.3 0.1 -0.3 0.07
C 1.22192 -2.02139 -2.49361 0.0 0.0 0.2 -0.01
H -1.62718 1.48991 -5.37831 0.0 0.1 0.0 0.08
H -1.49788 2.74851 -4.12721 0.0 0.1 -0.1 0.08
H -2.80438 1.56081 -4.06091 0.0 0.1 -0.1 0.09
H -0.06698 -0.73689 -4.85351 0.0 -0.1 -0.2 0.11
H -1.09278 1.69381 -1.60001 0.2 -0.1 0.0 0.14
H 2.17762 -1.90229 -2.99981 0.1 0.0 0.0 0.08
H 0.72542 -2.89669 -2.90871 0.0 -0.1 0.1 0.08
H 1.38862 -2.18519 -1.42731 0.0 -0.1 -0.1 0.05
```
Forces are in eV/Å.

Calculated total energy = -53764.1482 eV
ΔE to the lowest compared entry with this formula, charge and spin = 1.9819 eV
Spin multiplicity = 1
LUMO energy (spin up / spin down) = -0.6 / -0.6 eV